Record 1
ORCA calculation (the ωB97M-V functional and the def2-TZVPD basis) on a molecular structure, C34H38AlN5O15P.

Summary:
Lowest unoccupied orbital energy ... 0.29 eV
Gap between HOMO and LUMO ... 0.201 Ha
DFT total energy ... -89914.2574 eV
Net charge ... -1
Strongest force on any atom ... 0.78 eV/Å
Multiplicity ... 1

Positions of all 94 atoms, in Å:
C  0.70  4.83  -2.28
C  -0.44  5.85  -2.32
O  -1.41  5.50  -1.36
C  -2.21  6.57  -0.89
C  -3.47  6.83  -1.73
O  -4.61  6.27  -1.15
Al  -5.61  5.32  -2.30
P  -7.79  4.95  -1.40
O  -8.65  4.23  -2.38
O  -7.84  4.11  0.00
O  -8.54  6.32  -0.96
H  0.36  3.96  -1.71
H  0.96  4.49  -3.28
H  1.59  5.24  -1.80
H  -0.06  6.85  -2.12
H  -0.89  5.86  -3.32
H  -1.61  7.48  -0.84
H  -2.53  6.31  0.12
H  -3.60  7.91  -1.85
H  -3.26  6.43  -2.74
H  -5.85  6.21  -3.63
H  -4.91  3.92  -2.63
H  -8.13  3.23  -0.25
H  -9.46  6.20  -1.25
C  3.16  1.40  2.07
C  3.66  2.59  1.57
C  3.68  2.81  0.20
C  3.20  1.82  -0.63
C  2.71  0.62  -0.16
C  2.69  0.42  1.21
N  3.23  2.05  -2.09
O  3.66  3.11  -2.49
O  2.81  1.16  -2.81
H  3.14  1.23  3.14
H  4.02  3.36  2.24
H  4.06  3.74  -0.21
H  2.34  -0.13  -0.84
H  2.30  -0.51  1.61
C  0.93  -5.79  2.86
C  0.04  -4.72  2.89
C  0.46  -3.47  3.32
C  1.78  -3.32  3.71
C  2.68  -4.36  3.70
C  2.25  -5.61  3.27
N  2.23  -1.99  4.14
O  1.41  -1.09  4.16
O  3.41  -1.86  4.44
H  0.60  -6.75  2.51
H  -0.98  -4.86  2.56
H  -0.22  -2.64  3.32
H  3.70  -4.20  4.01
H  2.94  -6.44  3.24
C  7.09  4.85  -5.88
C  8.42  5.02  -5.49
C  8.83  4.61  -4.24
C  7.91  4.03  -3.39
C  6.59  3.85  -3.75
C  6.18  4.27  -5.01
N  8.35  3.58  -2.06
O  9.51  3.77  -1.75
O  7.53  3.05  -1.34
H  6.77  5.17  -6.86
H  9.13  5.48  -6.17
H  9.86  4.74  -3.92
H  5.88  3.40  -3.07
H  5.15  4.13  -5.30
C  -5.48  -4.87  6.27
C  -5.61  -5.39  4.99
C  -4.94  -4.80  3.92
C  -4.16  -3.69  4.17
C  -4.01  -3.16  5.44
C  -4.68  -3.76  6.49
N  -3.44  -3.07  3.05
O  -3.59  -3.55  1.94
O  -2.72  -2.12  3.30
H  -6.00  -5.34  7.09
H  -6.23  -6.26  4.81
H  -5.03  -5.19  2.92
H  -3.39  -2.29  5.59
H  -4.58  -3.35  7.49
C  -2.14  -6.68  -2.92
C  -0.79  -6.68  -2.59
C  -0.37  -7.26  -1.40
C  -1.32  -7.84  -0.58
C  -2.66  -7.85  -0.89
C  -3.07  -7.26  -2.08
N  -0.88  -8.44  0.69
O  0.30  -8.39  0.96
O  -1.73  -8.94  1.41
H  -2.46  -6.22  -3.85
H  -0.07  -6.22  -3.24
H  0.67  -7.26  -1.12
H  -3.38  -8.30  -0.22
H  -4.12  -7.25  -2.34

Want to see where the charge sits? The Mulliken charges in e are: -0.903 -0.362 -0.307 -0.572 -0.142 -0.492 0.300 0.711 -0.743 -0.514 -0.533 0.278 0.306 0.271 0.301 0.215 0.360 0.282 0.244 0.157 -0.242 -0.234 0.304 0.310 -0.213 -0.766 -0.021 -0.022 -0.730 -0.206 1.143 -0.615 -0.630 0.443 0.373 0.475 0.463 0.297 -0.387 -0.347 -0.433 -0.014 -0.426 -0.577 1.050 -0.583 -0.618 0.372 0.470 0.610 0.473 0.400 -0.445 -0.375 -0.459 0.051 -0.317 -0.415 1.025 -0.618 -0.608 0.376 0.366 0.444 0.546 0.437 -0.435 -0.401 -0.452 0.193 -0.391 -0.419 1.086 -0.602 -0.625 0.374 0.367 0.476 0.462 0.371 -0.450 -0.485 -0.290 0.196 -0.419 -0.435 1.081 -0.641 -0.620 0.386 0.383 0.457 0.461 0.384

***

Record 2
ORCA calculation (the ωB97M-V functional and the def2-TZVPD basis) on a molecular structure, C34H38BKN7O2PS5.

Summary:
Lowest unoccupied orbital energy ... 3.66 eV
Gap between HOMO and LUMO ... 0.165 Ha
DFT total energy ... -130872.1000 eV
Net charge ... -2
Strongest force on any atom ... 0.52 eV/Å
Multiplicity ... 1
Energy above the lowest of the compared OMol25 structures with the same formula, charge and spin ... 44.3 kJ/mol

Positions of all 89 atoms, in Å:
K  0.43  0.42  -0.93
O  -0.50  -1.53  2.93
N  -1.38  -2.02  1.99
C  -1.35  -3.29  1.98
C  -2.25  -4.11  1.15
C  -2.70  -5.29  1.76
C  -3.62  -6.11  1.15
C  -4.13  -5.75  -0.10
C  -3.66  -4.61  -0.72
C  -2.70  -3.78  -0.13
P  -1.95  -2.39  -1.13
C  -1.68  -3.28  -2.71
C  -2.68  -3.54  -3.66
C  -2.38  -4.25  -4.81
C  -1.09  -4.70  -5.04
C  -0.09  -4.42  -4.13
C  -0.39  -3.72  -2.97
C  -3.43  -1.38  -1.48
C  -4.48  -1.29  -0.57
C  -5.52  -0.40  -0.78
C  -5.51  0.42  -1.90
C  -4.46  0.35  -2.80
C  -3.42  -0.55  -2.60
H  -0.61  -0.55  2.92
H  -0.71  -3.81  2.70
H  -2.31  -5.55  2.74
H  -3.96  -7.02  1.64
H  -4.86  -6.37  -0.59
H  -4.03  -4.36  -1.71
H  -3.68  -3.15  -3.52
H  -3.16  -4.42  -5.55
H  -0.85  -5.22  -5.96
H  0.93  -4.70  -4.33
H  0.41  -3.45  -2.29
H  -4.49  -1.92  0.31
H  -6.33  -0.34  -0.07
H  -6.32  1.13  -2.06
H  -4.42  1.00  -3.67
H  -2.59  -0.56  -3.31
S  -0.81  -0.99  -5.62
C  0.01  -0.25  -4.32
S  -0.65  1.19  -3.59
S  1.47  -0.94  -3.67
O  1.41  -1.63  0.31
C  2.63  -1.77  -0.42
C  3.58  -0.70  0.03
C  4.90  -0.98  0.35
C  5.74  0.06  0.72
C  5.24  1.35  0.77
C  3.90  1.54  0.44
N  3.10  0.55  0.08
H  0.71  -2.15  -0.10
H  2.45  -1.64  -1.50
H  3.07  -2.76  -0.25
H  5.26  -2.00  0.31
H  6.78  -0.13  0.97
H  5.85  2.19  1.05
H  3.46  2.54  0.45
C  0.42  4.51  -2.36
N  -0.09  4.44  -1.00
C  -1.38  4.08  -0.65
C  -1.44  4.16  0.70
N  -0.20  4.56  1.17
B  0.13  4.74  2.69
N  1.09  3.59  3.15
C  2.46  3.72  3.20
C  3.00  2.52  3.49
N  1.95  1.63  3.61
C  2.07  0.21  3.82
C  0.78  2.30  3.41
S  -0.77  1.60  3.56
C  0.63  4.74  0.12
S  2.25  5.26  0.14
H  0.07  5.42  -2.85
H  0.09  3.63  -2.92
H  1.50  4.53  -2.31
H  -2.09  3.77  -1.39
H  -2.24  3.93  1.38
H  -0.91  4.67  3.30
H  0.71  5.79  2.87
H  2.92  4.67  2.98
H  4.03  2.20  3.58
H  3.03  0.01  4.29
H  2.01  -0.33  2.87
H  1.26  -0.13  4.46
N  -1.87  0.87  0.40
H  -1.68  1.40  1.25
H  -2.32  0.01  0.69
H  -2.53  1.40  -0.16

Want to see where the charge sits? The Mulliken charges in e are: 0.759 -0.329 -0.093 -1.047 0.916 -0.807 -0.528 -0.900 -0.101 0.013 1.449 0.929 0.054 -0.882 -0.482 -0.474 -0.558 0.076 -0.288 -0.674 -0.516 -0.951 -0.170 0.174 0.357 0.401 0.359 0.421 0.328 0.337 0.327 0.334 0.374 0.037 0.372 0.384 0.352 0.448 0.012 -0.454 -0.013 -0.524 -0.396 -0.163 -0.093 0.315 -0.904 -0.376 -0.797 -0.150 0.500 -0.061 -0.352 0.295 0.396 0.381 0.484 0.258 -0.698 0.309 -0.543 -0.690 0.383 -0.449 0.306 -0.584 -0.659 0.354 -1.080 0.285 -0.557 0.086 -0.556 0.286 0.129 0.270 0.520 0.517 -0.161 -0.150 0.512 0.467 0.282 0.229 0.489 -0.226 -0.067 0.117 0.117